# C24H32AsN4PtS

A structure of composition C24H32AsN4PtS (the ωB97M-V functional and the def2-TZVPD basis, the OMol25 dataset).

The geometry in XYZ format:
```
63
Properties=species:S:1:pos:R:3:nbo_charge:R:1
Pt -0.48 -1.20 -0.06 0.729
N 0.69 -2.74 -1.06 -0.808
C -0.08 -4.02 -1.07 -0.247
C -1.57 -3.72 -1.06 -0.241
N -1.90 -2.80 0.05 -0.429
C -3.27 -2.21 -0.12 -0.247
C -3.20 -0.89 -0.84 -0.243
N -2.23 -0.03 -0.10 -0.793
C -1.82 -3.48 1.39 -0.243
C -1.66 -2.47 2.52 -0.242
N -0.46 -1.66 2.24 -0.912
H 0.85 -2.42 -2.01 0.411
H 1.61 -2.91 -0.67 0.398
H 0.21 -4.60 -0.20 0.219
H 0.17 -4.62 -1.94 0.250
H -2.15 -4.64 -0.99 0.245
H -1.85 -3.23 -1.99 0.226
H -3.71 -2.05 0.86 0.224
H -3.92 -2.92 -0.64 0.252
H -4.18 -0.41 -0.90 0.246
H -2.81 -0.99 -1.86 0.224
H -2.58 0.20 0.83 0.409
H -2.10 0.86 -0.58 0.420
H -0.96 -4.15 1.39 0.216
H -2.71 -4.09 1.55 0.244
H -1.57 -2.99 3.48 0.240
H -2.52 -1.81 2.59 0.204
H 0.39 -2.17 2.43 0.382
H -0.42 -0.81 2.81 0.404
S 3.06 -1.44 1.24 0.434
C 3.62 -0.12 0.44 -0.298
C 5.06 0.03 0.36 -0.018
C 5.61 1.19 -0.11 -0.233
C 4.76 2.22 -0.53 0.100
C 3.35 2.09 -0.51 -0.262
C 2.76 0.94 -0.06 -0.118
As 0.81 0.86 -0.16 1.085
C 0.27 1.75 -1.77 -0.405
C -0.16 0.98 -2.85 -0.241
C -0.51 1.60 -4.04 -0.135
C -0.44 2.98 -4.15 -0.163
C -0.02 3.75 -3.07 -0.171
C 0.34 3.14 -1.88 -0.232
C 0.20 1.88 1.35 -0.297
C 0.81 1.66 2.58 -0.261
C 0.36 2.34 3.70 -0.184
C -0.70 3.23 3.60 -0.161
C -1.31 3.45 2.37 -0.167
C -0.87 2.77 1.24 -0.271
H 5.68 -0.77 0.72 0.273
H 6.68 1.31 -0.16 0.284
H 5.19 3.15 -0.89 0.269
H 2.75 2.91 -0.88 0.264
H -0.19 -0.10 -2.78 0.217
H -0.84 1.01 -4.89 0.237
H -0.72 3.47 -5.08 0.254
H 0.03 4.83 -3.16 0.251
H 0.65 3.76 -1.04 0.227
H 1.67 1.01 2.66 0.204
H 0.85 2.19 4.66 0.248
H -1.04 3.77 4.47 0.255
H -2.13 4.16 2.29 0.250
H -1.33 2.98 0.28 0.229
```

Results
charge = +3
HOMO energy (spin up / spin down) = -16.3433 / -16.3400 eV
ΔE to the lowest compared entry with this formula, charge and spin = 42.2 kcal per mole



# C24H32BF4GeO3PSe4W

A structure of composition C24H32BF4GeO3PSe4W (the ωB97M-V functional and the def2-TZVPD basis, the OMol25 dataset).

The geometry in XYZ format:
```
71
Properties=species:S:1:pos:R:3:lowdin_spin:R:1
W 0.28 -1.39 0.96 -0.050
Se 2.53 -0.34 0.31 0.428
Se 2.34 -1.08 2.47 0.492
Se -0.31 -3.06 2.75 0.006
Se -2.04 -2.45 1.36 -0.002
C -0.40 0.43 6.71 0.000
C -0.10 -0.20 5.39 0.003
O -0.54 0.71 4.34 0.003
P -0.74 0.37 2.79 0.014
O -1.97 1.31 2.45 0.003
C -2.75 2.16 3.34 0.000
C -3.48 3.18 2.51 0.000
O 0.46 1.07 2.09 0.030
C 0.91 2.43 2.26 0.004
C 2.21 2.48 3.03 0.008
H -0.14 -0.25 7.52 0.000
H -1.48 0.64 6.78 0.000
H 0.15 1.35 6.85 0.000
H -0.62 -1.15 5.24 0.000
H 0.97 -0.37 5.28 0.002
H -2.07 2.63 4.05 0.000
H -3.42 1.52 3.91 0.000
H -2.78 3.83 1.98 0.000
H -4.09 3.81 3.16 0.000
H -4.15 2.69 1.79 0.000
H 0.12 2.96 2.80 0.000
H 1.01 2.86 1.27 0.001
H 2.14 1.98 4.00 0.002
H 2.47 3.53 3.23 0.000
H 3.04 2.05 2.48 0.002
C -1.27 -3.13 -1.75 0.000
Ge -0.69 -1.27 -1.76 0.001
C -1.91 -0.57 -3.10 0.001
C -3.28 -0.52 -2.83 0.000
C -4.20 -0.14 -3.80 0.000
C -3.77 0.19 -5.08 0.000
C -2.41 0.14 -5.38 0.000
C -1.48 -0.25 -4.40 0.000
C 1.17 -1.13 -2.40 0.004
C 1.96 -2.25 -2.49 0.012
C 3.34 -2.18 -2.84 0.007
C 3.91 -0.96 -3.07 0.001
C 3.14 0.22 -3.03 0.000
C 3.72 1.49 -3.30 0.000
C 2.96 2.62 -3.28 0.000
C 1.57 2.54 -3.04 0.000
C 0.99 1.34 -2.77 0.002
C 1.75 0.14 -2.72 0.000
H -0.93 -3.52 -2.72 0.000
H -2.36 -3.12 -1.75 0.000
H -0.92 -3.76 -0.95 0.000
H -3.66 -0.75 -1.83 0.000
H -5.26 -0.10 -3.55 0.000
H -4.48 0.49 -5.84 0.000
H -2.05 0.39 -6.37 0.000
H -0.43 -0.28 -4.67 0.000
H 1.56 -3.23 -2.27 0.000
H 3.94 -3.09 -2.88 0.000
H 4.98 -0.88 -3.32 0.000
H 4.78 1.55 -3.51 0.000
H 3.41 3.59 -3.48 0.000
H 0.96 3.43 -3.08 0.000
H -0.07 1.31 -2.59 0.000
F 0.85 -2.87 -0.05 -0.003
B 2.41 -4.99 0.80 0.002
F 1.25 -5.61 0.62 0.000
F 3.56 -5.52 0.40 0.000
F 2.47 -3.83 1.45 0.018
C -0.84 -0.08 -0.14 0.008
H -1.88 0.11 0.06 0.000
H -0.30 0.81 -0.41 0.001
```

Results
expectation value of S² = 0.7633
charge = +1
HOMO energy (spin up / spin down) = -10.5676 / -10.5534 eV
ΔE to the lowest compared entry with this formula, charge and spin = 4.4 kcal per mole
multiplicity = 2



# C24H32ClN2O4P2Re

A structure of composition C24H32ClN2O4P2Re (the ωB97M-V functional and the def2-TZVPD basis, the OMol25 dataset).

The geometry in XYZ format:
```
66
Properties=species:S:1:pos:R:3:lowdin_spin:R:1
C -0.31 -0.03 -3.87 0.003
C -0.19 0.06 -2.41 0.006
H 0.52 -0.36 -4.51 0.000
H -0.71 0.95 -4.16 0.000
H -1.14 -0.73 -4.01 0.000
O 0.91 0.04 -1.81 0.080
Cl -1.66 0.01 -1.58 0.061
Re 0.25 0.03 1.16 1.193
P -0.09 2.07 0.21 0.075
C 1.39 3.06 0.52 0.004
C -0.40 2.81 -1.50 0.033
H -0.57 3.88 -1.35 0.004
H -1.70 3.86 0.38 -0.001
H -1.30 2.40 -1.98 0.001
H -2.42 2.29 0.87 0.000
H 2.21 2.67 -0.11 0.001
H 0.46 2.66 -2.17 0.000
C -1.53 2.93 0.94 -0.007
H 1.14 4.09 0.24 0.000
H -1.30 3.14 1.99 0.000
H 1.63 2.97 1.59 0.000
P 0.05 -2.00 0.17 0.064
C 1.47 -3.01 0.66 0.009
C -1.43 -2.91 0.72 0.001
H -1.03 -2.47 -2.04 0.001
H 0.12 -3.74 -1.52 0.002
H 0.74 -2.23 -2.24 0.000
C -0.04 -2.66 -1.59 0.027
H -2.33 -2.32 0.52 0.000
H -1.48 -3.86 0.17 -0.001
H 1.34 -4.00 0.20 0.000
H 1.47 -3.08 1.75 0.001
H -1.32 -3.08 1.80 0.000
H 2.40 -2.54 0.30 0.000
C 2.13 0.06 1.09 0.096
O 3.27 0.07 0.82 0.136
O 0.24 2.25 3.44 0.016
C -0.09 1.14 3.88 0.012
N -0.39 0.76 5.15 0.055
C -0.34 -0.69 5.31 0.020
C -0.23 -1.16 3.91 0.034
O -0.13 -2.37 3.48 0.053
N -0.16 -0.06 3.10 0.107
C 0.94 -0.99 6.05 0.162
C 2.04 -1.61 5.44 0.064
C 3.23 -1.72 6.16 0.035
C 3.32 -1.19 7.45 0.202
C 2.22 -0.53 8.03 0.060
C 1.02 -0.45 7.32 0.038
C -1.65 -1.21 5.76 0.093
C -1.74 -2.07 6.84 0.015
C -3.02 -2.44 7.29 0.047
C -4.15 -1.98 6.61 0.112
C -4.04 -1.17 5.47 0.006
C -2.77 -0.81 5.02 0.062
H -0.26 1.45 5.88 0.000
H 1.98 -2.00 4.42 0.001
H 4.08 -2.24 5.70 -0.001
H 4.25 -1.27 8.02 0.007
H 2.25 -0.10 9.03 0.000
H 0.14 0.05 7.73 0.000
H -0.82 -2.43 7.30 0.001
H -3.09 -3.07 8.17 0.001
H -5.15 -2.25 6.98 0.004
H -4.91 -0.82 4.93 -0.001
H -2.63 -0.23 4.10 0.002
```

Results
expectation value of S² = 3.7827
charge = +3
HOMO energy (spin up / spin down) = -17.0250 / -16.5205 eV
ΔE to the lowest compared entry with this formula, charge and spin = 26.7 kcal per mole
multiplicity = 4



# C24H32N2O3S2

The molecule C24H32N2O3S2 (the ωB97M-V functional and the def2-TZVPD basis, the OMol25 dataset).

The geometry in XYZ format:
```
63
Properties=species:S:1:pos:R:3:nbo_charge:R:1
C -1.36 -2.50 1.93 -0.648
C -1.99 -1.91 0.70 0.024
C -2.86 -0.83 0.76 -0.243
C -3.42 -0.32 -0.39 -0.182
C -3.13 -0.84 -1.64 -0.085
C -3.77 -0.28 -2.88 -0.637
C -2.25 -1.93 -1.71 0.220
N -1.89 -2.50 -2.93 -0.869
S -0.33 -3.04 -3.22 2.323
O -0.25 -3.15 -4.65 -0.941
O -0.05 -4.20 -2.44 -0.922
C 0.67 -1.67 -2.60 -0.349
C 1.27 -1.87 -1.38 -0.145
C 1.98 -0.85 -0.76 -0.090
C 2.51 -1.09 0.62 0.660
O 1.97 -1.86 1.38 -0.638
N 3.63 -0.40 0.93 -0.600
C 4.12 -0.34 2.29 -0.231
C 3.12 0.34 3.23 -0.530
S 2.57 1.94 2.55 0.124
C 0.84 1.95 3.18 -0.295
C 0.34 3.39 3.29 -0.414
C 0.14 4.01 1.91 -0.400
C -0.82 3.17 1.08 -0.397
C -0.28 1.75 0.94 -0.413
C -0.08 1.11 2.30 -0.430
C 2.07 0.38 -1.41 -0.181
C 1.47 0.56 -2.64 -0.209
C 0.75 -0.45 -3.26 0.045
C 0.08 -0.19 -4.57 -0.663
C -1.71 -2.46 -0.54 -0.280
H -1.61 -3.55 2.01 0.221
H -0.28 -2.41 1.86 0.255
H -1.70 -1.99 2.82 0.209
H -3.10 -0.38 1.72 0.210
H -4.10 0.52 -0.32 0.207
H -4.43 0.55 -2.62 0.228
H -4.36 -1.04 -3.39 0.216
H -3.02 0.10 -3.57 0.207
H -2.31 -2.09 -3.75 0.419
H 1.20 -2.84 -0.90 0.261
H 3.97 0.30 0.30 0.402
H 4.28 -1.37 2.65 0.224
H 5.07 0.19 2.29 0.206
H 3.57 0.50 4.21 0.220
H 2.24 -0.29 3.33 0.236
H 0.91 1.52 4.19 0.219
H 1.06 3.99 3.86 0.218
H -0.61 3.39 3.83 0.204
H -0.24 5.03 2.02 0.209
H 1.11 4.07 1.40 0.199
H -0.96 3.62 0.09 0.205
H -1.80 3.14 1.57 0.191
H -0.96 1.13 0.34 0.225
H 0.68 1.79 0.42 0.201
H 0.32 0.11 2.18 0.226
H -1.04 1.02 2.81 0.202
H 2.59 1.21 -0.95 0.218
H 1.55 1.52 -3.13 0.217
H 0.66 0.52 -5.16 0.225
H -0.04 -1.12 -5.13 0.262
H -0.90 0.25 -4.40 0.218
H -1.07 -3.32 -0.62 0.238
```

Results
charge = 0
HOMO energy = -8.5118 eV
SMILES = Cc1ccc(C)c(NS(=O)(=O)c2cc(C(=O)NCCSC3CCCCC3)ccc2C)c1
ΔE to the lowest compared entry with this formula, charge and spin = 0.0 kcal per mole